# 1
49
Properties=species:S:1:pos:R:3 method="wB97M-V/def2-TZVPD" gap_ev=5.40 total_charge=+2
Ta 0.1482 0.1385 -0.9234
C -1.0972 -0.6500 2.0723
C -2.0099 -1.2789 1.0181
C -1.3948 -2.3309 0.1184
C -1.8255 -3.6353 0.1897
C -1.3668 -4.5804 -0.7231
C -0.4829 -4.1832 -1.7126
C -0.0767 -2.8689 -1.7431
N -0.4919 -1.9595 -0.8378
N 0.0742 0.1199 1.4982
C 0.0409 1.5689 1.8526
C -0.8606 2.3823 0.9440
C -1.5953 3.4482 1.4111
C -2.2424 4.2646 0.4933
C -2.1150 4.0022 -0.8649
C -1.3952 2.9079 -1.2762
N -0.7921 2.0777 -0.3760
C 1.3042 -0.4504 2.0845
C 2.5075 -0.0468 1.3069
C 3.7349 0.1086 1.8924
C 4.8375 0.3963 1.0980
C 4.6469 0.5268 -0.2726
C 3.3692 0.3886 -0.7823
N 2.2901 0.1104 -0.0155
H -0.6853 -1.4303 2.7100
H -1.6841 0.0034 2.7191
H -2.4513 -0.4903 0.4049
H -2.8471 -1.7319 1.5475
H -2.5476 -3.9097 0.9467
H -1.7149 -5.6034 -0.6727
H -0.1267 -4.8680 -2.4680
H 0.5997 -2.5115 -2.5081
H 1.0559 1.9643 1.7244
H -0.2288 1.6955 2.9024
H -1.6405 3.6469 2.4728
H -2.8296 5.1076 0.8332
H -2.5875 4.6320 -1.6052
H -1.2991 2.6478 -2.3256
H 1.2280 -1.5397 2.0624
H 1.4301 -0.1381 3.1255
H 3.8364 -0.0057 2.9642
H 5.8179 0.5185 1.5384
H 5.4638 0.7465 -0.9442
H 3.1977 0.5097 -1.8405
Se -1.6792 1.9998 -5.2557
Sb -2.0018 -0.1273 -4.4285
Se 0.9376 0.6367 -2.9625
Se -1.8076 -2.2415 -5.3331
Se -2.6429 0.0321 -2.0592


# 2
47
Properties=species:S:1:pos:R:3 method="wB97M-V/def2-TZVPD" gap_ev=5.92 total_charge=+1
Tl 0.7094 -0.0007 -0.3814
Br -4.3054 5.0955 0.8841
C -2.7236 4.0896 0.6343
C -1.5074 4.5911 1.0738
C -0.3418 3.8368 0.8850
C -0.3308 2.5684 0.2700
O 0.7505 1.9198 0.0881
C -1.6011 2.1041 -0.1354
C -1.7463 0.7763 -0.7656
N -1.2838 -0.2999 -0.2160
C -1.5455 -1.5231 -0.8636
C -2.8713 -1.9783 -0.9773
C -3.1601 -3.1987 -1.5796
C -2.1187 -3.9853 -2.0594
C -0.7861 -3.5578 -1.9286
C 0.2774 -4.3488 -2.3885
C 1.5862 -3.9084 -2.2376
C 1.7877 -2.6871 -1.6278
N 0.7889 -1.9075 -1.1760
C -0.4850 -2.3168 -1.3193
C -2.7823 2.8474 0.0201
H -1.4363 5.5568 1.5614
H 0.6088 4.2455 1.2283
H -2.3255 0.7541 -1.7060
H -3.6738 -1.3667 -0.5749
H -4.1891 -3.5345 -1.6623
H -2.3474 -4.9406 -2.5247
H 0.0906 -5.3086 -2.8612
H 2.4257 -4.4986 -2.5822
H 2.7824 -2.2793 -1.4756
H -3.7277 2.4353 -0.3122
N 1.0207 -0.5527 1.6665
C 1.4100 0.2573 2.7958
C 2.7333 0.9924 2.5046
C 2.6925 1.9646 1.3089
N 2.3800 1.2568 0.0904
H -0.2050 -1.2005 1.8086
H 1.4460 -1.5167 1.6496
H 1.5207 -0.3703 3.6861
H 0.6244 0.9910 3.0048
H 3.5323 0.2555 2.3476
H 3.0108 1.5634 3.3994
H 3.6568 2.4734 1.2094
H 1.9318 2.7314 1.4890
H 3.2128 0.8351 -0.3988
H 2.2490 2.0662 -1.0366
H 2.2656 -0.9272 -0.8155